No. 1
{"formula": "C33H27BrF3N5O12", "method": "wB97M-V/def2-TZVPD", "elements": ["O", "C", "O", "C", "Br", "C", "F", "F", "F", "H", "H", "O", "N", "O", "C", "C", "C", "C", "C", "C", "H", "H", "H", "H", "H", "O", "N", "O", "C", "C", "C", "C", "C", "C", "H", "H", "H", "H", "H", "O", "N", "O", "C", "C", "C", "C", "C", "C", "H", "H", "H", "H", "H", "O", "N", "O", "C", "C", "C", "C", "C", "C", "H", "H", "H", "H", "H", "O", "N", "O", "C", "C", "C", "C", "C", "C", "H", "H", "H", "H", "H"], "coordinates": [[-2.7367, 0.3056, 8.4072], [-1.9985, -0.8065, 8.4011], [-1.1273, -1.2835, 7.3176], [-0.4546, -0.1861, 6.6076], [1.5367, -0.6086, 6.5661], [-0.9503, -0.2192, 5.0454], [0.0046, 0.6433, 4.2596], [-2.3675, 0.2315, 4.8565], [-0.7136, -1.6146, 4.5363], [-2.1045, -1.5151, 9.3548], [-0.5417, 0.8652, 7.1129], [3.8616, -2.5255, 6.3724], [3.2301, -3.5485, 6.0686], [2.5797, -4.2352, 6.8695], [3.2592, -3.9783, 4.6654], [4.0130, -3.2526, 3.7327], [4.0563, -3.6803, 2.4043], [3.3500, -4.8185, 2.0123], [2.5917, -5.5332, 2.9411], [2.5429, -5.1169, 4.2730], [4.5691, -2.3637, 4.0223], [4.6439, -3.1276, 1.6742], [3.3914, -5.1512, 0.9765], [2.0415, -6.4176, 2.6273], [1.9500, -5.6866, 4.9854], [-2.5037, -2.9476, -1.0148], [-3.5502, -3.3886, -0.5167], [-4.2772, -4.2387, -1.0504], [-3.9582, -2.8643, 0.7921], [-3.1855, -1.8743, 1.4149], [-3.5918, -1.3621, 2.6485], [-4.7555, -1.8380, 3.2547], [-5.5173, -2.8315, 2.6373], [-5.1227, -3.3494, 1.4021], [-2.2763, -1.4928, 0.9555], [-3.0025, -0.5888, 3.1367], [-5.0712, -1.4315, 4.2140], [-6.4214, -3.1993, 3.1174], [-5.7290, -4.1210, 0.9323], [-1.6206, 1.8023, -3.3329], [-1.7116, 0.5895, -3.0911], [-2.1151, 0.1163, -2.0190], [-1.3091, -0.3498, -4.1448], [-0.8113, 0.1415, -5.3595], [-0.4073, -0.7571, -6.3488], [-0.5045, -2.1317, -6.1273], [-1.0105, -2.6181, -4.9207], [-1.4150, -1.7293, -3.9227], [-0.7291, 1.2098, -5.5475], [-0.0133, -0.3856, -7.2924], [-0.1830, -2.8285, -6.8996], [-1.0858, -3.6908, -4.7567], [-1.8041, -2.1242, -2.9866], [0.9457, 2.6448, -7.5370], [0.7596, 3.8054, -7.9320], [0.6098, 4.1267, -9.1196], [0.7188, 4.8721, -6.9246], [0.9209, 4.5589, -5.5734], [0.9052, 5.5811, -4.6225], [0.6852, 6.9014, -5.0182], [0.4738, 7.2091, -6.3633], [0.4901, 6.1957, -7.3237], [1.0938, 3.5351, -5.2489], [1.0677, 5.3490, -3.5721], [0.6795, 7.6958, -4.2738], [0.3001, 8.2401, -6.6635], [0.3269, 6.4523, -8.3683], [4.0210, 0.2764, 1.5705], [3.9042, 1.5098, 1.6227], [4.6797, 2.2628, 2.2290], [2.7669, 2.1190, 0.9228], [1.8439, 1.3018, 0.2557], [0.7507, 1.8852, -0.3877], [0.5852, 3.2710, -0.3681], [1.5117, 4.0832, 0.2881], [2.6073, 3.5110, 0.9376], [1.9586, 0.2203, 0.2313], [0.0252, 1.2590, -0.9025], [-0.2718, 3.7209, -0.8664], [1.3774, 5.1626, 0.2965], [3.3187, 4.1574, 1.4473]], "forces_ev_per_angstrom": [[5.3052, -6.8816, -0.6574], [-3.6730, 4.4311, 0.2455], [-1.1315, 3.1275, 2.0317], [-0.1397, -0.0082, -0.6719], [-1.8062, 0.2631, 0.1602], [1.4282, -0.3283, -1.2402], [-3.8362, -2.6007, 2.2037], [5.0839, -1.5465, 0.5917], [-1.4917, 4.7725, 1.3408], [0.6527, 1.1122, -2.5534], [-0.2720, -2.1627, -1.1428], [-0.8372, -1.4087, -0.3533], [-0.0881, 0.1813, 1.2174], [0.9713, 1.1156, -1.1482], [0.0500, -0.2635, -0.9577], [-0.0381, -0.0428, 0.0599], [-0.2077, -0.2018, 0.2500], [0.0005, 0.0554, 0.1457], [0.2015, 0.3366, 0.1516], [0.0250, 0.0193, -0.0098], [-0.2124, -0.2404, 0.1061], [-0.1311, -0.0542, 0.2181], [-0.0173, 0.0765, 0.2147], [0.0953, 0.1887, 0.1249], [0.2211, 0.2907, -0.0289], [-1.4483, -0.7027, 0.7040], [0.2357, -0.5193, -1.1061], [1.1265, 1.2468, 0.7105], [-0.2309, 0.3941, 0.8715], [-0.0929, -0.0772, -0.0370], [-0.1550, -0.2278, -0.2660], [0.0586, -0.0555, -0.1418], [0.3465, 0.1228, -0.2042], [0.0181, 0.0238, -0.0084], [-0.2750, -0.2055, -0.0705], [-0.2805, -0.3620, -0.3885], [0.0793, -0.0776, -0.1857], [0.1865, 0.0383, -0.1533], [0.2965, 0.2074, -0.0495], [-0.0961, -1.5789, 0.4642], [-0.3727, 0.6535, 0.7662], [0.6009, 0.7914, -1.4237], [0.3034, -0.6570, -0.7681], [-0.0009, -0.0076, 0.0481], [-0.1287, -0.0864, 0.3100], [-0.0581, 0.0821, 0.1394], [0.0451, 0.4252, -0.0784], [-0.0090, 0.0480, 0.0767], [-0.0685, -0.2323, 0.1909], [-0.0941, 0.0144, 0.2378], [-0.0738, 0.1508, 0.1514], [-0.0241, 0.2495, 0.0399], [0.0692, 0.2644, -0.1769], [-0.2986, 1.5659, -0.5658], [0.0047, -0.8849, -1.0247], [0.2249, -0.5363, 1.7913], [0.0024, 0.7278, 0.7225], [-0.0089, 0.0398, -0.0727], [-0.0623, 0.0833, -0.3934], [0.0008, -0.1088, -0.0975], [0.0701, -0.4053, 0.1031], [0.0181, -0.0330, 0.0333], [-0.0535, 0.1970, -0.2742], [-0.0354, -0.0223, -0.2428], [-0.0079, -0.1677, -0.1569], [0.0305, -0.2463, 0.0092], [0.0736, -0.2839, 0.2228], [-0.1248, 1.7290, 0.0962], [1.0610, -0.4988, 0.6709], [-1.1138, -1.1519, -0.8917], [-0.7956, 0.3962, -0.4601], [0.0280, 0.0919, 0.0420], [0.2713, 0.1779, 0.1504], [0.0953, -0.0175, 0.0430], [0.0682, -0.4439, -0.0010], [0.0022, -0.0493, 0.0058], [0.1417, 0.2944, 0.1392], [0.1384, 0.1072, 0.1443], [0.1538, -0.1364, 0.0793], [0.0780, -0.2210, 0.0402], [-0.0729, -0.3571, -0.0637]], "lowdin_charge": [-0.032, -0.119, -0.128, -0.508, 0.797, -0.220, -0.030, 0.009, -0.003, 0.181, 0.147, -0.026, -0.338, 0.057, -0.143, 0.007, -0.062, -0.072, -0.069, -0.001, 0.122, 0.110, 0.108, 0.108, 0.118, 0.042, -0.312, 0.066, -0.139, 0.014, -0.061, -0.062, -0.067, -0.002, 0.120, 0.080, 0.110, 0.108, 0.118, 0.048, -0.324, 0.051, -0.137, 0.001, -0.062, -0.070, -0.060, 0.008, 0.106, 0.108, 0.108, 0.111, 0.088, 0.048, -0.322, 0.066, -0.141, 0.003, -0.063, -0.072, -0.067, 0.000, 0.116, 0.104, 0.108, 0.109, 0.119, 0.049, -0.325, 0.063, -0.144, 0.006, -0.056, -0.068, -0.070, -0.003, 0.119, 0.089, 0.109, 0.106, 0.118], "max_force_ev_per_a": 8.7, "smiles": "O=CO[C@@H](Br)C(F)(F)F.O=[N+]([O-])c1ccccc1.O=[N+]([O-])c1ccccc1.O=[N+]([O-])c1ccccc1.O=[N+]([O-])c1ccccc1.O=[N+]([O-])c1ccccc1", "total_charge": 0, "orbital_gap_ha": 0.3348, "molar_mass_g_mol": 822.5, "spin_multiplicity": 1}



No. 2
{"formula": "C33H27CuN6O4", "method": "wB97M-V/def2-TZVPD", "elements": ["Cu", "C", "C", "C", "C", "C", "N", "C", "C", "C", "C", "C", "C", "C", "N", "C", "C", "C", "N", "C", "C", "N", "C", "C", "C", "N", "H", "H", "H", "H", "H", "H", "H", "H", "H", "H", "H", "H", "H", "H", "H", "H", "H", "H", "O", "C", "C", "C", "C", "C", "C", "C", "O", "N", "O", "O", "H", "H", "H", "H", "C", "C", "C", "C", "C", "C", "H", "H", "H", "H", "H"], "coordinates": [[-0.5345, -0.6010, 0.2098], [-1.9571, 4.4564, -3.6763], [-1.2849, 3.2041, -3.1797], [0.0700, 3.1894, -2.8513], [0.6693, 2.0616, -2.3275], [-0.0398, 0.8718, -2.1178], [0.5111, -0.2494, -1.5104], [1.6090, -0.8231, -2.0590], [2.1299, -0.4848, -3.3338], [3.2454, -1.0931, -3.8753], [3.9263, -2.1094, -3.2140], [5.1146, -2.8070, -3.8204], [3.4067, -2.4926, -1.9858], [2.3006, -1.8801, -1.4181], [1.8765, -2.3778, -0.1511], [2.6677, -2.6270, 0.9107], [1.8989, -3.2661, 1.8544], [0.6290, -3.3511, 1.2597], [0.6195, -2.8189, 0.0467], [-1.3950, 0.8992, -2.4691], [-2.0067, 2.0417, -2.9687], [-2.1918, -0.2699, -2.2958], [-3.1760, -0.7212, -3.1022], [-3.7009, -1.8500, -2.5173], [-2.9585, -2.0142, -1.3368], [-2.0535, -1.0611, -1.2199], [-1.2479, 5.1031, -4.1944], [-2.7696, 4.2255, -4.3669], [-2.3817, 5.0302, -2.8488], [0.6592, 4.0904, -2.9858], [1.7150, 2.0790, -2.0470], [1.6321, 0.2837, -3.9078], [3.5888, -0.7701, -4.8538], [5.6103, -2.1680, -4.5532], [5.8519, -3.0733, -3.0605], [4.8283, -3.7301, -4.3331], [3.8621, -3.3133, -1.4409], [3.6949, -2.3048, 0.9180], [2.1979, -3.5854, 2.8377], [-0.2855, -3.7496, 1.6686], [-3.0725, 2.0227, -3.1689], [-3.4048, -0.2204, -4.0266], [-4.4929, -2.4724, -2.8945], [-3.0289, -2.7702, -0.5725], [-1.2888, 1.7950, 0.4318], [-1.1385, 2.2867, 1.5319], [-0.1349, 1.9623, 2.5372], [-0.1486, 2.7530, 3.6795], [0.7839, 2.5822, 4.6797], [1.7845, 1.5990, 4.5554], [1.8202, 0.8078, 3.4497], [0.8572, 0.9241, 2.3856], [0.9279, 0.1364, 1.4043], [0.7421, 3.4188, 5.8491], [-0.1058, 4.2997, 5.9124], [1.6152, 3.2742, 6.6962], [-1.8003, 3.1235, 1.8400], [-0.9028, 3.5224, 3.7892], [2.5081, 1.4862, 5.3501], [2.5695, 0.0346, 3.3350], [-3.4901, -1.2906, 3.9634], [-2.1352, -1.5647, 4.0848], [-1.2863, -1.3893, 2.9961], [-1.7446, -0.9541, 1.7486], [-3.1141, -0.6738, 1.6657], [-3.9763, -0.8340, 2.7458], [-4.1559, -1.4175, 4.8092], [-1.7347, -1.9042, 5.0344], [-0.2266, -1.5808, 3.1340], [-3.5276, -0.3033, 0.7320], [-5.0299, -0.5965, 2.6387]], "forces_ev_per_angstrom": [[-0.2132, -0.1618, -0.0182], [-0.0009, 0.0021, 0.0028], [0.0235, 0.0054, 0.0034], [-0.0226, 0.0108, -0.0064], [0.0267, -0.0268, 0.0032], [0.0218, 0.0175, -0.0337], [0.0534, 0.0850, -0.0190], [-0.0837, -0.0079, -0.0060], [-0.0047, 0.0318, -0.0055], [-0.0111, 0.0082, 0.0109], [-0.0078, 0.0016, 0.0138], [0.0014, -0.0027, -0.0022], [-0.0010, -0.0057, 0.0197], [0.0627, -0.0393, -0.0036], [0.0900, 0.0228, -0.0341], [-0.0235, 0.0327, 0.0094], [-0.0329, -0.0071, -0.0008], [0.0263, -0.0713, 0.0461], [0.0171, -0.0288, 0.0124], [-0.0267, 0.0318, -0.0217], [0.0003, -0.0417, 0.0077], [0.0158, -0.0685, -0.0123], [0.0294, -0.0068, 0.0053], [0.0003, -0.0195, -0.0044], [0.0718, -0.0598, -0.0603], [-0.0544, 0.2198, -0.0048], [-0.0010, -0.0004, -0.0028], [-0.0012, -0.0017, 0.0025], [0.0015, 0.0017, -0.0011], [-0.0008, 0.0013, 0.0011], [0.0065, -0.0037, -0.0001], [-0.0120, 0.0262, 0.0069], [0.0007, -0.0020, 0.0023], [0.0000, -0.0001, 0.0008], [0.0001, 0.0005, 0.0000], [-0.0002, 0.0003, -0.0009], [0.0032, -0.0028, 0.0070], [0.0020, -0.0078, -0.0089], [-0.0033, -0.0022, -0.0047], [0.0124, 0.0178, 0.0062], [0.0007, -0.0023, 0.0006], [-0.0011, 0.0046, 0.0000], [0.0005, -0.0014, -0.0017], [-0.0155, 0.0157, 0.0144], [-0.0248, -0.0212, 0.0057], [0.1092, 0.1113, -0.0571], [0.0141, -0.0347, 0.0046], [-0.0413, -0.0288, 0.0034], [-0.0782, -0.1283, 0.0719], [-0.0341, -0.0088, 0.0217], [-0.0117, -0.0005, -0.0306], [-0.0482, -0.0102, -0.0003], [0.1693, 0.0150, -0.0479], [0.4415, 0.4749, -0.3400], [-0.1682, -0.1554, 0.1219], [-0.1399, -0.1688, 0.1385], [-0.0410, -0.0296, 0.0226], [0.0051, -0.0051, 0.0010], [-0.0009, 0.0026, 0.0037], [0.0036, 0.0092, 0.0029], [-0.0262, 0.0092, 0.0002], [0.0297, 0.0089, -0.0045], [-0.0291, 0.0184, 0.0326], [-0.0918, 0.0053, 0.0164], [0.0043, -0.0085, 0.0300], [0.0007, -0.0044, 0.0234], [0.0013, -0.0014, 0.0025], [0.0040, 0.0053, 0.0023], [0.0024, -0.0271, 0.0020], [0.0010, 0.0093, 0.0529], [-0.0013, -0.0021, -0.0030]], "lowdin_charge": [0.524, -0.064, -0.286, -0.047, -0.020, -0.256, 0.021, -0.215, -0.026, -0.070, -0.308, -0.075, -0.002, -0.125, -0.100, -0.082, -0.070, -0.174, 0.085, -0.128, 0.008, -0.046, -0.062, -0.055, -0.124, 0.047, 0.070, 0.070, 0.078, 0.107, 0.124, 0.099, 0.103, 0.066, 0.068, 0.071, 0.117, 0.124, 0.088, 0.103, 0.117, 0.119, 0.086, 0.116, 0.029, -0.199, -0.102, 0.036, -0.177, -0.009, 0.003, -0.352, -0.064, -0.375, 0.032, 0.029, 0.124, 0.120, 0.111, 0.110, -0.129, -0.109, -0.138, -0.181, -0.143, -0.117, 0.086, 0.090, 0.081, 0.081, 0.087], "max_force_ev_per_a": 0.7, "total_charge": -1, "orbital_gap_ha": [0.2508, 0.2489], "relative_energy_ev": 0.000, "molar_mass_g_mol": 635.2, "s2": 0.753, "spin_multiplicity": 2}